A molecular structure, C20H42BrIN10O21PS at a distorted geometry. Source: the OMol25 dataset; level of theory: the ωB97M-V functional and the def2-TZVPD basis.

CARTESIAN COORDINATES (ANGSTROEM)
1 O 0.345 -1.710 1.682
2 C 0.386 -1.270 0.567
3 I 1.589 0.455 0.092
4 C -0.418 -1.841 -0.618
5 P -0.394 -3.670 -0.738
6 S 1.303 -4.416 0.191
7 Br -0.283 -4.108 -2.905
8 C -1.891 -4.479 -0.097
9 C -2.464 -3.839 1.193
10 C -3.220 -2.540 0.834
11 C -2.914 -1.397 1.546
12 C -3.560 -0.238 1.178
13 C -4.464 -0.241 0.153
14 C -4.775 -1.380 -0.555
15 C -4.129 -2.543 -0.190
16 H -1.424 -1.405 -0.621
17 H 0.081 -1.472 -1.523
18 H 2.130 -3.348 0.126
19 H -2.606 -4.564 -0.915
20 H -1.596 -5.509 0.158
21 H -3.217 -4.542 1.574
22 H -1.736 -3.721 1.998
23 H -2.170 -1.431 2.334
24 H -3.333 0.677 1.719
25 H -4.953 0.679 -0.157
26 H -5.483 -1.383 -1.373
27 H -4.320 -3.465 -0.733
28 C -2.251 3.603 0.542
29 N -3.715 3.535 0.805
30 O -4.443 3.254 -0.126
31 O -4.081 3.767 1.938
32 H -2.074 3.378 -0.504
33 H -1.921 4.610 0.782
34 H -1.770 2.872 1.185
35 C -4.949 -1.825 5.389
36 N -5.538 -2.396 4.148
37 O -6.449 -1.792 3.629
38 O -5.059 -3.436 3.739
39 H -5.472 -0.907 5.629
40 H -5.072 -2.561 6.178
41 H -3.897 -1.634 5.193
42 C 5.526 3.483 0.153
43 N 4.057 3.396 0.377
44 O 3.353 3.113 -0.572
45 O 3.654 3.615 1.499
46 H 5.731 3.264 -0.888
47 H 5.836 4.492 0.407
48 H 5.999 2.753 0.805
49 C -2.267 4.240 5.769
50 N -1.713 4.384 4.397
51 O -1.361 5.487 4.041
52 O -1.651 3.379 3.716
53 H -2.260 5.206 6.247
54 H -3.278 3.862 5.672
55 H -1.633 3.537 6.304
56 C 2.254 -4.508 -6.942
57 N 1.987 -4.168 -5.518
58 O 0.870 -4.400 -5.077
59 O 2.891 -3.683 -4.883
60 H 1.355 -4.930 -7.375
61 H 2.533 -3.591 -7.449
62 H 3.068 -5.227 -6.958
63 C 3.825 4.043 4.507
64 N 4.291 3.665 5.869
65 O 5.427 3.254 5.979
66 O 3.497 3.796 6.775
67 H 4.631 3.874 3.806
68 H 2.969 3.418 4.269
69 H 3.547 5.092 4.534
70 C 4.714 -3.767 3.109
71 N 5.064 -5.048 2.434
72 O 4.359 -5.419 1.511
73 O 6.030 -5.636 2.853
74 H 3.832 -3.352 2.634
75 H 4.523 -3.991 4.155
76 H 5.564 -3.100 3.003
77 C 1.990 -1.165 -10.269
78 N 2.426 -2.576 -10.075
79 O 3.611 -2.825 -10.172
80 O 1.560 -3.391 -9.830
81 H 2.861 -0.557 -10.479
82 H 1.296 -1.152 -11.105
83 H 1.505 -0.843 -9.353
84 C -5.957 6.692 5.108
85 N -5.438 6.335 6.458
86 O -4.299 5.906 6.528
87 O -6.184 6.495 7.393
88 H -5.182 6.496 4.376
89 H -6.833 6.077 4.923
90 H -6.216 7.746 5.128
91 C 5.585 -0.842 -8.666
92 N 5.175 0.576 -8.854
93 O 4.025 0.869 -8.579
94 O 6.014 1.340 -9.268
95 H 4.735 -1.400 -8.294
96 H 5.905 -1.222 -9.631
97 H 6.401 -0.854 -7.949

Charge   +1
HOMO level   -11.874 eV
Gap between HOMO and LUMO   8.667 eV
Total energy   -177553.1510 eV

Löwdin atomic charge list, values in e, 2 entries:
1. O -0.03
2. C -0.92

---

2 unconnected molecules or ions with the total composition C7H14N2 at a distorted geometry. Source: the OMol25 dataset; level of theory: the ωB97M-V functional and the def2-TZVPD basis.

CARTESIAN COORDINATES (ANGSTROEM)
1 H -1.405 2.581 -1.075
2 N -0.838 1.735 -1.174
3 C -1.175 0.794 -0.374
4 C -2.493 0.773 0.370
5 C -0.604 -0.571 -0.791
6 C -1.009 -1.717 -0.229
7 H -2.845 1.792 0.537
8 H -2.359 0.284 1.337
9 H -3.255 0.228 -0.189
10 H -0.259 -0.577 -1.817
11 H -1.457 -1.764 0.752
12 H -0.843 -2.667 -0.708
13 C 2.305 -1.588 -0.541
14 C 1.738 -0.260 -0.152
15 N 1.571 0.021 1.093
16 C 1.081 1.284 1.425
17 H 3.393 -1.509 -0.603
18 H 1.932 -1.896 -1.517
19 H 2.051 -2.335 0.207
20 H 1.837 0.541 -0.898
21 H 1.225 2.071 0.676
22 H -0.099 1.169 1.293
23 H 1.503 1.612 2.377

Energy above the lowest of the compared OMol25 structures with the same formula, charge and spin   295.6 kJ/mol
Charge   0
HOMO level   -8.959 eV
Gap between HOMO and LUMO   9.413 eV
Total energy   -10463.3032 eV

natural (NBO) atomic charge list, values in e, 2 entries:
1. H 0.33
2. N -0.62

---

A molecular structure, C16H28F5NO9P2TeZr. Source: the OMol25 dataset; level of theory: the ωB97M-V functional and the def2-TZVPD basis.

CARTESIAN COORDINATES (ANGSTROEM)
1 Zr 0.784 -0.271 -0.126
2 O 0.731 3.933 1.131
3 C 0.876 2.647 1.014
4 O 0.487 1.998 0.044
5 C 1.564 1.963 2.137
6 C 2.153 2.588 3.218
7 C 2.809 1.789 4.151
8 C 2.854 0.417 3.959
9 C 2.222 -0.114 2.843
10 N 1.583 0.641 1.960
11 C 2.243 -1.592 2.570
12 O 2.868 -2.390 3.178
13 O 1.401 -1.870 1.521
14 H 0.290 4.310 0.350
15 H 2.110 3.664 3.321
16 H 3.287 2.237 5.011
17 H 3.366 -0.244 4.645
18 C 3.358 -1.086 -2.924
19 P 1.801 -0.346 -3.376
20 C 0.846 -1.567 -4.260
21 C 2.116 1.040 -4.453
22 O 0.991 0.155 -2.153
23 H 3.862 -1.412 -3.835
24 H 3.192 -1.947 -2.277
25 H 3.982 -0.365 -2.398
26 H 1.421 -1.947 -5.105
27 H -0.079 -1.126 -4.632
28 H 0.612 -2.392 -3.586
29 H 2.649 0.705 -5.344
30 H 2.725 1.777 -3.930
31 H 1.174 1.499 -4.754
32 C -5.075 1.930 -0.120
33 C -4.347 1.397 1.086
34 O -2.928 1.179 0.771
35 P -2.424 -0.287 0.411
36 O -1.030 -0.396 1.351
37 C -1.279 -0.814 2.740
38 C -1.389 0.371 3.668
39 O -1.390 0.075 -0.848
40 C -2.004 0.448 -2.128
41 C -2.617 -0.754 -2.805
42 H -6.102 2.171 0.154
43 H -5.111 1.190 -0.921
44 H -4.602 2.839 -0.490
45 H -4.777 0.458 1.438
46 H -4.344 2.108 1.909
47 H -0.469 -1.483 3.009
48 H -2.195 -1.409 2.732
49 H -0.452 0.924 3.731
50 H -1.630 0.009 4.668
51 H -2.177 1.054 3.355
52 H -1.195 0.888 -2.700
53 H -2.737 1.226 -1.912
54 H -1.882 -1.549 -2.921
55 H -2.987 -0.468 -3.790
56 H -3.460 -1.151 -2.239
57 F 0.533 -4.967 -0.563
58 Te 0.990 -3.537 0.472
59 F 2.710 -0.225 -0.215
60 F 2.725 -3.558 -0.155
61 F -0.670 -3.537 1.290
62 F 1.557 -4.586 1.853
63 O 0.479 -2.242 -0.728

Energy above the lowest of the compared OMol25 structures with the same formula, charge and spin   0.4 kJ/mol
Charge   +2
HOMO level   -15.833 eV
Gap between HOMO and LUMO   9.013 eV
Total energy   -77699.5621 eV

natural (NBO) atomic charge list, values in e, 2 entries:
1. Zr 2.49
2. O -0.60

---

A molecular structure, C8H9FO3 at a distorted geometry. Source: the OMol25 dataset; level of theory: the ωB97M-V functional and the def2-TZVPD basis.

CARTESIAN COORDINATES (ANGSTROEM)
1 C 0.629 -1.384 1.927
2 C 1.419 -1.460 0.740
3 C -0.435 -0.577 2.119
4 C 1.054 -0.915 -0.407
5 C -1.269 -1.698 -0.504
6 C -0.966 0.341 1.049
7 C -0.410 -0.543 -0.696
8 C -1.833 0.831 -1.854
9 O -2.457 -1.824 -0.765
10 O -0.568 1.626 1.115
11 O -0.511 0.318 -1.784
12 F 1.962 -0.674 -1.396
13 H 1.183 -1.934 2.644
14 H 2.396 -2.014 0.794
15 H -0.925 -0.322 2.988
16 H -0.815 -2.481 0.003
17 H -2.014 0.352 0.938
18 H -2.203 1.323 -0.834
19 H -2.455 0.040 -2.153
20 H -1.832 1.659 -2.778
21 H 0.348 1.680 1.236

Energy above the lowest of the compared OMol25 structures with the same formula, charge and spin   443.3 kJ/mol
Charge   0
HOMO level   -8.670 eV
Gap between HOMO and LUMO   8.669 eV
Total energy   -17297.2182 eV

natural (NBO) atomic charge list, values in e, 2 entries:
1. C -0.18
2. C -0.37

---

5 unconnected molecules or ions with the total composition C25H75N13O6P4 at a distorted geometry. Source: the OMol25 dataset; level of theory: the ωB97M-V functional and the def2-TZVPD basis.

CARTESIAN COORDINATES (ANGSTROEM)
1 C -28.351 -10.507 -17.395
2 N -27.822 -10.019 -16.099
3 O -28.325 -9.052 -15.537
4 O -26.792 -10.553 -15.645
5 H -28.390 -9.662 -18.083
6 H -29.377 -10.821 -17.205
7 H -27.713 -11.301 -17.785
8 O -22.085 -12.413 -20.046
9 P -23.011 -12.097 -18.908
10 N -23.166 -10.396 -18.669
11 C -24.403 -9.879 -18.009
12 C -22.011 -9.569 -18.452
13 N -22.532 -12.615 -17.368
14 C -23.466 -12.513 -16.251
15 C -21.147 -12.800 -17.077
16 N -24.621 -12.716 -19.146
17 C -25.462 -12.211 -20.176
18 C -24.910 -14.118 -18.875
19 H -25.262 -10.550 -18.019
20 H -24.632 -8.955 -18.539
21 H -24.112 -9.587 -17.000
22 H -21.194 -9.767 -19.147
23 H -21.679 -9.816 -17.444
24 H -22.327 -8.533 -18.569
25 H -23.197 -11.781 -15.488
26 H -24.454 -12.227 -16.614
27 H -23.556 -13.484 -15.763
28 H -21.109 -13.686 -16.442
29 H -20.761 -13.075 -18.058
30 H -20.687 -11.937 -16.596
31 H -25.529 -11.130 -20.054
32 H -25.087 -12.520 -21.152
33 H -26.510 -12.456 -20.005
34 H -25.990 -14.237 -18.963
35 H -24.592 -14.529 -17.917
36 H -24.317 -14.620 -19.639
37 O -30.186 -13.789 -17.408
38 P -30.308 -14.349 -16.035
39 N -28.719 -14.912 -15.469
40 C -28.523 -15.744 -14.308
41 C -27.539 -14.127 -15.815
42 N -31.409 -15.732 -15.949
43 C -31.066 -17.021 -16.535
44 C -32.812 -15.441 -16.304
45 N -30.882 -13.250 -14.832
46 C -31.318 -13.703 -13.554
47 C -30.433 -11.826 -14.838
48 H -28.575 -15.116 -13.419
49 H -27.601 -16.315 -14.423
50 H -29.359 -16.418 -14.122
51 H -26.651 -14.617 -15.414
52 H -27.666 -13.151 -15.347
53 H -27.559 -14.026 -16.900
54 H -30.039 -17.324 -16.334
55 H -31.702 -17.820 -16.154
56 H -31.202 -16.991 -17.616
57 H -33.104 -14.455 -15.943
58 H -32.927 -15.489 -17.387
59 H -33.494 -16.195 -15.912
60 H -30.506 -14.202 -13.026
61 H -31.851 -12.936 -12.992
62 H -32.039 -14.504 -13.721
63 H -30.881 -11.276 -14.010
64 H -30.824 -11.343 -15.733
65 H -29.352 -11.760 -14.718
66 O -31.440 -8.982 -10.423
67 P -31.988 -8.067 -11.432
68 N -30.756 -6.971 -12.056
69 C -30.328 -5.881 -11.215
70 C -29.694 -7.550 -12.877
71 N -33.293 -7.273 -10.780
72 C -33.861 -7.809 -9.601
73 C -33.830 -5.994 -11.255
74 N -32.642 -8.904 -12.809
75 C -33.193 -8.124 -13.910
76 C -33.204 -10.261 -12.538
77 H -31.112 -5.541 -10.538
78 H -29.948 -5.086 -11.856
79 H -29.451 -6.189 -10.645
80 H -29.277 -8.444 -12.413
81 H -28.835 -6.893 -13.015
82 H -30.117 -7.819 -13.845
83 H -34.522 -7.130 -9.062
84 H -34.537 -8.606 -9.912
85 H -33.095 -8.087 -8.877
86 H -33.267 -5.107 -10.966
87 H -33.904 -5.979 -12.343
88 H -34.859 -5.849 -10.928
89 H -34.261 -7.961 -13.765
90 H -32.654 -7.181 -13.999
91 H -32.994 -8.735 -14.791
92 H -32.562 -10.711 -11.780
93 H -33.074 -10.823 -13.462
94 H -34.225 -10.157 -12.170
95 O -26.940 -8.350 -19.256
96 P -27.173 -6.919 -18.900
97 N -27.123 -5.756 -20.141
98 C -26.952 -4.327 -19.891
99 C -27.075 -6.228 -21.558
100 N -26.133 -6.225 -17.680
101 C -24.655 -6.158 -17.920
102 C -26.429 -6.515 -16.369
103 N -28.784 -6.685 -18.362
104 C -29.344 -5.407 -17.874
105 C -29.787 -7.441 -19.061
106 H -25.900 -4.133 -19.683
107 H -27.537 -3.884 -19.085
108 H -27.263 -3.715 -20.738
109 H -27.715 -5.666 -22.239
110 H -27.439 -7.244 -21.707
111 H -26.072 -6.181 -21.982
112 H -24.521 -5.710 -18.905
113 H -24.160 -5.509 -17.197
114 H -24.130 -7.111 -17.973
115 H -25.825 -5.876 -15.725
116 H -27.473 -6.257 -16.192
117 H -26.392 -7.552 -16.035
118 H -30.300 -5.538 -17.366
119 H -28.669 -4.792 -17.279
120 H -29.538 -4.698 -18.678
121 H -29.780 -7.105 -20.098
122 H -30.758 -7.430 -18.565
123 H -29.628 -8.519 -19.056

2S+1   2
Energy above the lowest of the compared OMol25 structures with the same formula, charge and spin   0.0 kJ/mol
Charge   +1
HOMO level (alpha / beta)   -9.565 / -9.565 eV
Gap between HOMO and LUMO (alpha / beta)   7.234 / 2.420 eV
Total energy   -95945.2799 eV

Löwdin atomic charge list, values in e, 2 entries:
1. C 0.05
2. N -0.40

---

6 unconnected molecules or ions with the total composition H10IO5 at a distorted geometry. Source: the OMol25 dataset; level of theory: the ωB97M-V functional and the def2-TZVPD basis.

CARTESIAN COORDINATES (ANGSTROEM)
1 I -1.362 -0.382 -0.965
2 O -0.453 2.884 0.335
3 H 0.350 2.461 0.634
4 H -0.991 2.205 -0.106
5 O -0.046 -2.571 1.836
6 H -0.538 -2.164 1.147
7 H -0.722 -2.693 2.514
8 O 1.832 -2.327 -1.136
9 H 0.897 -2.084 -0.912
10 H 2.005 -2.094 -2.009
11 O -1.532 0.962 2.512
12 H -0.887 1.627 2.304
13 H -1.632 0.464 1.683
14 O 1.195 1.564 -2.847
15 H 0.279 1.224 -2.795
16 H 1.604 0.925 -2.195

Energy above the lowest of the compared OMol25 structures with the same formula, charge and spin   27.7 kJ/mol
Charge   -1
HOMO level   -5.146 eV
Gap between HOMO and LUMO   8.540 eV
Total energy   -18504.0435 eV

natural (NBO) atomic charge list, values in e, 2 entries:
1. I -0.95
2. O -0.97

---

Q: What is the formula in the first record?
A: C20H42BrIN10O21PS

---

Q: What is the charge in the fourth record?
A: 0